Formula: C17H31Cl8MgO7
Source: the OMol25 dataset
Level of theory: ωB97M-V with the def2-TZVPD basis set

Summary:
* highest occupied orbital energy: -12.038 eV
* DFT total energy: -138074.304 eV
* energy above the lowest of the compared OMol25 structures with the same formula, charge and spin: 0.726 eV
* strongest force on any atom: 4.083 eV/Å
* orbital gap: 3.09 eV
* net charge: +1

Positions of all 64 atoms, in Å:
Mg 4.5505 0.2522 1.9476
C 0.5026 -1.1981 -1.7637
O 1.5169 -0.6361 -0.9451
H 0.8894 -1.3017 -2.7774
H 0.3861 -2.2495 -1.5008
H -0.3908 -0.5748 -1.8018
C -3.4479 3.4762 7.4529
C -3.4348 2.4256 6.4171
C -3.7727 2.7487 4.9528
O -2.4765 2.9896 4.4671
C -1.4827 2.4339 5.2591
O -0.3134 2.2741 4.9230
O -2.0986 1.9117 6.3904
H -3.1689 4.4875 7.1573
H -2.8611 3.3361 8.3608
H -4.4503 3.6002 7.8627
H -4.0841 1.6436 6.8107
H -4.4927 3.5423 4.7530
H -4.1291 1.8887 4.3857
C 1.4091 6.9029 -3.7793
C -0.0554 6.8452 -4.1166
C -0.8072 6.0499 -3.0879
O -1.6459 7.0890 -2.5159
C -1.5276 8.2711 -3.2035
O -2.1397 9.3211 -3.0046
O -0.5208 8.1795 -3.9931
H 2.0258 7.3147 -4.5781
H 1.7265 5.8894 -3.5342
H 1.6669 7.3758 -2.8317
H -0.1833 6.3667 -5.0875
H -0.2021 5.5597 -2.3252
H -1.3069 5.1808 -3.5158
Cl 6.6688 1.9477 -4.5545
C 6.1420 0.5373 -5.4615
C 5.1278 0.9364 -6.5487
Cl 5.7018 2.1002 -7.7046
H 5.6576 -0.1413 -4.7595
H 7.0646 0.1018 -5.8454
H 4.1835 1.3327 -6.1753
H 4.8758 0.0126 -7.0694
Cl -5.8487 -6.3720 -1.5191
C -5.8763 -4.8196 -0.6368
C -6.7522 -3.7491 -1.3534
Cl -6.0537 -3.2791 -2.9066
H -4.9006 -4.3535 -0.4993
H -6.1363 -5.1141 0.3800
H -6.6646 -2.8360 -0.7646
H -7.8014 -4.0058 -1.4995
Cl 3.8978 -8.8232 -2.0130
C 4.0995 -7.1416 -1.4764
C 5.2149 -6.4326 -2.2800
Cl 4.7294 -6.2234 -3.9669
H 4.4884 -7.2931 -0.4695
H 3.1355 -6.6331 -1.4877
H 6.0775 -7.0987 -2.2607
H 5.5607 -5.5003 -1.8335
Cl -0.9209 -6.1029 4.5355
C 0.3511 -4.9426 5.0058
C 0.1997 -4.4208 6.4228
Cl 0.5569 -5.7386 7.5681
H 0.1694 -4.1111 4.3248
H 1.2806 -5.4969 4.8761
H -0.8231 -4.1310 6.6638
H 0.9135 -3.6042 6.5310